Version i
The following is a quantum chemistry calculation of an isolated molecule of C4H10N2, from OMol25.

Last column: natural (NBO) charge in e.
CARTESIAN COORDINATES (ANGSTROEM)
1 C -0.42697 -2.61940 -0.36616  -0.06
2 N -1.02711 -1.51877 -0.48506  -0.39
3 C -0.22825 -0.35102 -0.84015  -0.26
4 C -0.63521 0.85567 0.00676  -0.43
5 C 0.37501 1.25048 1.06733  -0.22
6 N 1.58592 1.92896 0.54298  -0.83
7 H -1.01234 -3.52632 -0.24727  0.17
8 H 0.66459 -2.68588 -0.33999  0.14
9 H -0.35258 -0.19356 -1.90828  0.21
10 H 0.82552 -0.61088 -0.66335  0.17
11 H -0.94868 1.74808 -0.53133  0.21
12 H -1.55332 0.55140 0.51227  0.23
13 H -0.15278 1.97390 1.70284  0.18
14 H 0.64745 0.47280 1.78169  0.19
15 H 1.53813 2.90369 0.82327  0.35
16 H 1.50268 2.03438 -0.46602  0.34

Calculated values
**SMILES string**: C=NCCCN
**HOMO energy**: -9.46 eV
**HOMO-LUMO gap**: 10.60 eV
**Total charge**: 0

***

Version ii
The following is a quantum chemistry calculation of an isolated molecule of C4H10N2, from OMol25.

Last column: natural (NBO) charge in e.
CARTESIAN COORDINATES (ANGSTROEM)
1 C -0.08221 -0.18396 -1.75116  -0.30
2 C 0.85915 -0.18098 -0.54649  -0.38
3 C 0.20983 0.51875 0.67432  -0.10
4 C -0.57585 -0.49576 1.54377  -0.58
5 N 1.27598 1.02694 1.45141  -0.48
6 N -1.24536 -0.94350 -1.58012  -0.56
7 H -0.36771 0.86235 -1.93436  0.18
8 H 0.58784 -0.46968 -2.56789  0.27
9 H 1.86356 0.25546 -0.55109  0.25
10 H 1.11200 -1.20774 -0.26124  0.22
11 H 0.00750 -1.34098 1.90209  0.22
12 H -1.40713 -0.88697 0.97783  0.24
13 H -0.50097 1.31625 0.45612  0.18
14 H 1.16158 2.03404 1.60447  0.32
15 H -0.87650 0.04473 2.44342  0.21
16 H -2.02172 -0.34894 -1.86107  0.32

Calculated values
**HOMO energy**: -7.30 eV
**HOMO-LUMO gap**: 4.32 eV
**Total charge**: 0

***

Stability, highest: version i

***

Version i
The following is a quantum chemistry calculation of an isolated molecule of C4H10N2, from OMol25.

Last column: natural (NBO) charge in e.
CARTESIAN COORDINATES (ANGSTROEM)
1 C -0.00831 -1.60760 -0.75933  -0.61
2 C -0.46844 -0.48942 0.17059  -0.07
3 C -1.96998 -0.25745 0.03412  -0.60
4 N 0.21347 0.75650 -0.20414  -0.50
5 C 1.29860 0.98441 0.43809  0.27
6 N 2.05922 2.08456 0.21722  -0.81
7 H -0.52431 -2.54507 -0.52782  0.20
8 H -0.20390 -1.35906 -1.80839  0.21
9 H 1.06850 -1.78010 -0.65734  0.20
10 H -0.25842 -0.77016 1.21089  0.16
11 H -2.29717 0.55045 0.69763  0.21
12 H -2.53078 -1.16056 0.29595  0.20
13 H -2.23853 0.02781 -0.98919  0.21
14 H 1.71544 0.31808 1.21472  0.14
15 H 1.58294 2.78418 -0.34302  0.39
16 H 2.56167 2.46344 1.01002  0.38

Calculated values
**SMILES string**: CC(C)/N=C/N
**HOMO energy**: -8.94 eV
**HOMO-LUMO gap**: 10.04 eV
**Total charge**: 0

***

Version ii
The following is a quantum chemistry calculation of a cluster of 2 separate species, C4H10N2 in total, from OMol25.

Last column: natural (NBO) charge in e.
CARTESIAN COORDINATES (ANGSTROEM)
1 C 3.07364 -0.40855 -1.22883  -0.05
2 N 2.37805 -0.41474 -0.17808  -0.39
3 C 1.81463 0.92652 0.13934  -0.46
4 H 3.84403 -1.08283 -1.62768  0.17
5 H 2.93940 0.33716 -2.03290  0.12
6 H 1.55417 0.98654 1.19683  0.20
7 H 2.63052 1.63904 0.04666  0.20
8 H 0.83269 1.00341 -0.29826  0.20
9 C -3.44754 -0.29878 -0.30481  -0.07
10 N -2.87368 -0.01511 0.79922  -0.40
11 C -1.51959 -0.39703 1.13838  -0.45
12 H -4.51976 -0.42028 -0.09967  0.18
13 H -3.03376 -0.45424 -1.30044  0.15
14 H -1.55045 -1.48750 1.11757  0.22
15 H -0.83126 0.13023 0.48179  0.18
16 H -1.29108 -0.04385 2.15088  0.20

Calculated values
**SMILES string**: C=NC.C=NC
**HOMO energy**: -8.93 eV
**HOMO-LUMO gap**: 9.92 eV
**Total charge**: 0

***

Stability, highest: version i

***

Version i
The following is a quantum chemistry calculation of the ion C4H10NO with charge +1, from OMol25.

Last column: natural (NBO) charge in e.
CARTESIAN COORDINATES (ANGSTROEM)
1 C 0.42251 -1.84545 1.59833  -0.66
2 C 0.82406 -0.87518 0.43454  0.24
3 N 0.16969 -0.00173 -0.34426  0.04
4 C -1.27796 -0.11326 -0.31511  -0.46
5 O 0.97091 0.81323 -1.08272  -0.32
6 C 0.41551 2.22074 -1.46559  -0.28
7 H -0.64145 -1.65927 1.82369  0.23
8 H 0.94384 -1.68436 2.48189  0.27
9 H 0.53941 -2.90609 1.26057  0.28
10 H 1.86114 -0.64495 0.49389  0.22
11 H -1.55262 -0.99674 0.25886  0.26
12 H -1.60941 0.10197 -1.38134  0.26
13 H -1.70630 0.70467 0.25642  0.24
14 H 0.11545 2.77293 -0.47923  0.23
15 H -0.31076 2.09560 -2.27918  0.22
16 H 1.36720 2.64477 -1.88471  0.25

Calculated values
**SMILES string**: C/C=[N+](\C)OC
**HOMO energy**: -15.07 eV
**HOMO-LUMO gap**: 10.50 eV
**Total charge**: +1

***

Version ii
The following is a quantum chemistry calculation of a cluster of 2 separate species, C4H10NO in total, from OMol25.

Last column: natural (NBO) charge in e.
CARTESIAN COORDINATES (ANGSTROEM)
1 C -1.68554 0.86236 0.44143  -0.72
2 C -1.15201 -1.56143 -0.15890  -0.78
3 C 2.50866 0.95399 -0.17980  -0.50
4 C -1.11784 -0.19472 -0.47424  0.38
5 N 1.45070 0.02854 0.06220  0.14
6 O 1.66608 -1.15703 0.29079  -0.26
7 H -1.49475 0.63658 1.54316  0.28
8 H -1.43138 1.85840 0.17148  0.26
9 H -2.89142 0.78761 0.21305  0.31
10 H -0.20462 -1.86877 0.16559  0.35
11 H -1.41183 -2.20555 -1.07261  0.30
12 H -1.79955 -1.74043 0.66548  0.26
13 H 2.52699 1.11401 0.90175  0.28
14 H 2.09298 1.77968 -0.74707  0.25
15 H 3.55853 0.49279 -0.50937  0.26
16 H -0.61499 0.21398 -1.31293  0.21

Calculated values
**HOMO energy**: -14.05 eV
**HOMO-LUMO gap**: 8.05 eV
**Total charge**: +1

***

Version iii
The following is a quantum chemistry calculation of the ion C4H10NO with charge +1, from OMol25.

Last column: natural (NBO) charge in e.
CARTESIAN COORDINATES (ANGSTROEM)
1 C 1.96933 -0.40745 -0.33180  -0.62
2 C 0.71989 -1.18775 -0.09374  -0.24
3 N -0.40030 -0.46174 0.64887  -0.54
4 C -0.73811 0.80138 -0.11639  -0.35
5 C -2.22744 1.36837 0.17927  0.41
6 O -3.03481 0.64817 -0.31447  -0.45
7 H 2.73610 -0.84389 -0.97751  0.27
8 H 2.35010 -0.15139 0.66764  0.22
9 H 1.59097 0.56872 -0.74015  0.21
10 H 0.47730 -1.53236 -1.11510  0.25
11 H 1.10841 -2.03453 0.45291  0.24
12 H -1.25800 -1.14281 0.59766  0.47
13 H -0.30938 -0.20972 1.70789  0.46
14 H -0.75145 0.51816 -1.25133  0.27
15 H 0.04471 1.58938 0.20564  0.24
16 H -2.27733 2.47745 0.48063  0.18

Calculated values
**SMILES string**: CC[NH2+]CC=O
**HOMO energy**: -14.70 eV
**HOMO-LUMO gap**: 10.49 eV
**Total charge**: +1

***

Version iv
The following is a quantum chemistry calculation of the ion C4H10NO with charge +1, from OMol25.

Last column: natural (NBO) charge in e.
CARTESIAN COORDINATES (ANGSTROEM)
1 C 1.21665 0.52809 1.56929  -0.65
2 C 0.04635 1.07357 0.79403  -0.21
3 N -0.00008 0.45538 -0.60316  -0.51
4 C -0.25528 -1.02428 -0.61232  -0.34
5 C -1.45767 -1.22522 -1.55242  0.43
6 O -1.75710 -0.38105 -2.34410  -0.48
7 H 1.22227 -0.55674 1.69699  0.23
8 H 2.20162 0.69572 1.12136  0.23
9 H 1.22261 0.99583 2.55130  0.26
10 H 0.15025 2.14333 0.64634  0.24
11 H -0.89327 0.78505 1.25317  0.22
12 H 0.89348 0.70476 -1.02642  0.43
13 H -0.70391 0.87962 -1.22519  0.46
14 H 0.56589 -1.50552 -1.13970  0.27
15 H -0.52050 -1.35158 0.38664  0.25
16 H -1.93131 -2.21697 -1.51581  0.17

Calculated values
**SMILES string**: CC[NH2+]CC=O
**HOMO energy**: -15.24 eV
**HOMO-LUMO gap**: 11.58 eV
**Total charge**: +1

***

Stability, highest: version iv

***

Version i
The following is a quantum chemistry calculation of the ion C4H10NO with charge +1, from OMol25.

Last column: natural (NBO) charge in e.
CARTESIAN COORDINATES (ANGSTROEM)
1 C 2.26498 -0.31276 -0.22700  -0.75
2 C 1.22484 0.64421 -0.07004  0.28
3 N -0.13832 0.27855 0.16950  -0.01
4 C -1.06407 1.34317 0.40744  -0.46
5 O -0.47932 -1.01503 0.45032  -0.31
6 C -1.59421 -1.45164 -0.27189  -0.26
7 H 3.07311 0.06029 -0.83940  0.29
8 H 1.88998 -1.42147 -0.42522  0.29
9 H 2.74611 -0.38733 0.78509  0.31
10 H 1.49678 1.79713 -0.09606  0.27
11 H -1.83232 1.28788 -0.29456  0.23
12 H -0.53130 2.32411 0.31628  0.24
13 H -1.61189 1.42191 1.32765  0.25
14 H -1.44778 -2.49087 -0.16132  0.23
15 H -1.44613 -1.04441 -1.29792  0.20
16 H -2.55045 -1.03377 0.22712  0.20

Calculated values
**SMILES string**: C/C=[N+](/C)OC
**HOMO energy**: -15.17 eV
**HOMO-LUMO gap**: 10.04 eV
**Total charge**: +1

***

Version ii
The following is a quantum chemistry calculation of a cluster of 2 separate species, C4H10NO in total, from OMol25.

Last column: natural (NBO) charge in e.
CARTESIAN COORDINATES (ANGSTROEM)
1 C 1.31442 -0.29457 -0.40338  -0.47
2 C 0.35800 0.22270 0.81888  -0.26
3 C -0.19194 -0.34598 -0.44880  0.62
4 C 0.25371 -0.56001 2.07990  -0.61
5 N -0.84656 1.10585 -1.74037  -0.90
6 O -1.04547 -1.24963 -0.85014  -0.63
7 H 1.94490 0.37925 -0.90466  0.26
8 H 1.75052 -1.24008 -0.23666  0.25
9 H 0.49307 1.23640 1.05996  0.26
10 H -0.30111 -1.40596 1.78731  0.22
11 H -0.45700 -0.04037 2.70095  0.24
12 H 1.23083 -0.66059 2.47718  0.25
13 H -0.18276 0.96160 -2.45528  0.40
14 H -0.50576 2.02360 -1.28581  0.42
15 H -1.80309 1.09797 -2.05004  0.42
16 H -2.01177 -1.23016 -0.54904  0.53

Calculated values
**HOMO energy**: -15.04 eV
**HOMO-LUMO gap**: 11.16 eV
**Total charge**: +1

***

Version iii
The following is a quantum chemistry calculation of a cluster of 2 separate species, C4H10NO in total, from OMol25.

Last column: natural (NBO) charge in e.
CARTESIAN COORDINATES (ANGSTROEM)
1 C 0.08119 1.66417 1.77285  -0.69
2 C 0.20685 0.76487 0.62305  -0.05
3 C -0.91027 0.29067 0.03798  -0.11
4 N -0.82723 -0.35612 -1.20678  -0.38
5 C -1.87514 -0.72067 -1.85443  0.08
6 H 1.00280 2.16315 2.08275  0.25
7 H -0.66968 2.45224 1.71022  0.25
8 H -0.19019 1.11081 2.68262  0.26
9 H 1.18587 0.40069 0.33614  0.24
10 H -1.88144 0.63648 0.36225  0.23
11 H 0.11043 -0.52789 -1.56075  0.46
12 H -1.66969 -1.10320 -2.84745  0.23
13 H -2.88303 -0.51556 -1.53004  0.23
14 H 2.87630 -0.82492 1.00510  0.48
15 H 2.77351 -2.22814 0.48460  0.49
16 O 2.49400 -1.31583 0.27917  -0.96

Calculated values
**HOMO energy**: -14.09 eV
**HOMO-LUMO gap**: 8.97 eV
**Total charge**: +1

***

Stability, highest: version iii

***

Version i
The following is a quantum chemistry calculation of a cluster of 4 separate species, C2H11NO3 in total, from OMol25.

Last column: natural (NBO) charge in e.
CARTESIAN COORDINATES (ANGSTROEM)
1 C 0.01237 0.28442 -0.11077  -0.07
2 N 0.39537 -0.90982 -0.07481  -0.42
3 C 1.76159 -1.10529 0.41404  -0.45
4 H -0.94563 0.58134 -0.54493  0.16
5 H 0.59144 1.16822 0.18292  0.16
6 H 2.16886 -1.97533 -0.07952  0.21
7 H 1.79377 -1.34689 1.48685  0.21
8 H 2.37269 -0.20440 0.31627  0.19
9 O 1.62132 -0.15176 -2.73094  -0.96
10 H 1.28122 0.73035 -2.88192  0.48
11 H 0.96566 -0.84298 -2.62113  0.49
12 O -2.87291 -1.42521 0.34352  -0.94
13 H -2.15653 -1.48565 -0.29818  0.48
14 H -2.39107 -1.32464 1.17563  0.47
15 O -1.15728 2.67118 1.91487  -0.94
16 H -1.65044 1.94815 1.50284  0.47
17 H -1.79043 3.38831 2.00526  0.47

Calculated values
**SMILES string**: C=NC.O.O.O
**HOMO energy**: -10.31 eV
**HOMO-LUMO gap**: 10.90 eV
**Total charge**: 0

***

Version ii
The following is a quantum chemistry calculation of a cluster of 4 separate species, C2H11NO3 in total, from OMol25.

Last column: natural (NBO) charge in e.
CARTESIAN COORDINATES (ANGSTROEM)
1 C -0.03934 1.00414 0.27491  0.24
2 N 0.80736 0.10226 -0.09532  -0.73
3 C 2.07319 0.92653 0.12408  -0.42
4 H -0.59573 1.60293 -0.46196  0.17
5 H -0.25297 1.20123 1.34742  0.15
6 H 2.13901 1.82084 -0.48968  0.19
7 H 2.25712 1.21037 1.15855  0.19
8 H 2.90434 0.28575 -0.14326  0.23
9 O -0.96184 -0.44932 -2.19390  -1.00
10 H -0.58457 -0.85206 -2.97819  0.48
11 H -0.28270 -0.44290 -1.47825  0.50
12 O -2.61180 -0.16013 0.19010  -0.97
13 H -2.06747 -0.70705 0.77058  0.49
14 H -2.34320 -0.31392 -0.72838  0.50
15 O -0.53309 -1.71914 1.55042  -0.99
16 H -0.02662 -2.31533 2.10857  0.48
17 H 0.11831 -1.19418 1.04431  0.49

Calculated values
**SMILES string**: C=NC.O.O.O
**HOMO energy**: -8.86 eV
**HOMO-LUMO gap**: 8.19 eV
**Total charge**: 0

***

Stability, highest: version i

***

Version i
The following is a quantum chemistry calculation of a cluster of 3 separate species, C2H11NO3 in total, from OMol25.

Last column: natural (NBO) charge in e.
CARTESIAN COORDINATES (ANGSTROEM)
1 N -0.47997 1.60091 -0.15947  -0.86
2 C -1.46354 1.25679 0.87878  -0.22
3 C -0.97188 0.03678 1.79608  -0.07
4 O -1.37329 -1.18289 1.01417  -0.77
5 H -0.86496 2.36794 -0.77959  0.35
6 H -0.22341 0.83408 -0.81052  0.36
7 H -2.40884 0.98712 0.50702  0.18
8 H -1.50467 2.21074 1.51219  0.18
9 H -1.61739 0.14052 2.69589  0.17
10 H 0.04544 -0.05487 2.13470  0.18
11 H -0.64528 -1.57586 0.45414  0.48
12 O 0.04465 -1.41965 -2.24017  -0.97
13 H -0.00987 -2.10075 -2.89579  0.48
14 H 0.96228 -0.98472 -2.23288  0.50
15 O 3.13911 -0.65147 -0.81558  -0.95
16 H 3.96809 -0.04328 -0.75162  0.48
17 H 3.40353 -1.42140 -0.30734  0.47

Calculated values
**SMILES string**: NCCO.O.O
**HOMO energy**: -8.90 eV
**HOMO-LUMO gap**: 9.35 eV
**Total charge**: 0

***

Version ii
The following is a quantum chemistry calculation of a cluster of 4 separate species, C2H11NO3 in total, from OMol25.

Last column: natural (NBO) charge in e.
CARTESIAN COORDINATES (ANGSTROEM)
1 C 0.01627 2.15707 0.22573  -0.02
2 N 0.82504 1.19372 0.21542  -0.50
3 C 0.40009 -0.17411 -0.11035  -0.44
4 H 0.15828 3.12580 -0.33658  0.20
5 H -0.95164 1.75158 0.83391  0.13
6 H -0.16602 -0.46838 0.79976  0.20
7 H 1.26631 -0.68361 -0.27251  0.22
8 H -0.49104 -0.13213 -0.83090  0.22
9 O -4.39250 -4.79063 -1.26993  -0.94
10 H -3.98686 -4.29827 -0.47187  0.47
11 H -4.78364 -5.58498 -0.91010  0.47
12 O 2.20324 1.57500 -2.09486  -0.98
13 H 1.86792 1.93816 -1.21568  0.49
14 H 2.82232 0.89208 -2.00658  0.47
15 O 1.26932 0.79830 2.94326  -0.95
16 H 1.77538 0.98713 2.09344  0.48
17 H 1.57508 1.55753 3.48915  0.47

Calculated values
**SMILES string**: C=NC.O.O.O
**HOMO energy**: -8.95 eV
**HOMO-LUMO gap**: 9.18 eV
**Total charge**: 0

***

Stability, highest: version i